Entry from OMol25: a molecular structure, C29H32BrFN6O3SeY in a non-equilibrium geometry (the ωB97M-V functional and the def2-TZVPD basis).

Summary:
**Total charge**: +1
**E_HOMO**: -0.3766 Eh
**Orbital gap**: 7.48 eV
**Electronic energy**: -184825.130 eV
**LUMO level**: -2.77 eV
**Max |F|**: 1.1 eV Å⁻¹
**Relative energy (zero: lowest compared OMol25 entry of this formula, charge and spin)**: 21.47 kJ/mol

Last column: Mulliken charge in e.
CARTESIAN COORDINATES (ANGSTROEM)
Y -1.30 -0.65 -0.36  0.534
C 2.72 5.18 -2.28  -1.958
C 3.61 4.08 -1.74  0.589
C 4.89 3.93 -2.54  -0.952
C 5.82 2.96 -1.84  -1.069
C 5.11 1.66 -1.52  1.125
C 5.83 0.51 -1.29  -0.723
C 5.19 -0.69 -1.01  0.050
F 5.94 -1.77 -0.79  -0.342
C 3.83 -0.78 -0.96  -1.048
C 3.08 0.37 -1.21  0.595
C 1.63 0.29 -1.19  1.506
O 1.03 -0.73 -0.75  -1.052
C 0.93 1.45 -1.64  -0.292
C 1.60 2.63 -1.77  -0.059
N 2.93 2.74 -1.69  0.132
C 3.71 1.60 -1.47  -0.739
C -0.55 1.27 -1.65  0.780
O -1.26 1.85 -0.80  -0.521
O -0.98 0.26 -2.29  -0.596
H 3.30 6.10 -2.28  0.433
H 1.84 5.37 -1.66  0.543
H 2.40 4.97 -3.30  0.388
H 3.88 4.32 -0.70  0.172
H 5.36 4.91 -2.62  0.361
H 4.64 3.59 -3.55  0.335
H 6.19 3.41 -0.92  0.359
H 6.70 2.74 -2.45  0.472
H 6.91 0.53 -1.34  0.532
H 3.33 -1.72 -0.75  0.634
H 1.05 3.54 -1.99  0.493
Br -6.31 2.61 -1.22  -0.161
C -5.59 0.87 -1.20  -0.476
C -6.40 -0.23 -1.40  -0.069
C -5.82 -1.49 -1.37  -0.909
C -4.46 -1.60 -1.12  -0.133
N -3.68 -0.52 -0.94  0.134
C -4.24 0.70 -0.99  -0.111
H -7.46 -0.11 -1.58  0.467
H -6.41 -2.39 -1.52  0.463
H -3.98 -2.56 -1.05  0.316
H -3.58 1.54 -0.85  0.606
C -2.53 -1.53 4.22  -1.259
N -2.32 -0.47 3.24  0.317
C -3.51 -0.07 2.50  -1.200
C -1.10 -0.02 2.89  0.763
N -0.86 0.36 1.64  -0.342
N -0.13 0.01 3.83  0.077
C -0.38 0.37 5.22  -1.168
C 1.27 0.02 3.43  -1.263
H -3.07 -2.34 3.74  0.404
H -3.11 -1.17 5.07  0.357
H -1.57 -1.91 4.57  0.381
H -4.31 0.18 3.20  0.404
H -3.86 -0.88 1.86  0.316
H -3.29 0.81 1.90  0.367
H -0.04 0.94 1.60  0.110
H -1.43 0.60 5.37  0.363
H 0.20 1.26 5.48  0.408
H -0.09 -0.43 5.91  0.350
H 1.65 1.04 3.28  0.361
H 1.39 -0.55 2.50  0.387
H 1.87 -0.46 4.20  0.382
Se -1.68 -2.91 0.96  -0.335
C -1.55 -4.30 -0.35  0.852
C -1.65 -4.06 -1.72  -0.064
C -1.54 -5.12 -2.61  -0.603
N -1.35 -6.38 -2.23  -0.576
C -1.26 -6.60 -0.91  -0.367
C -1.35 -5.61 0.05  -0.581
H -1.81 -3.07 -2.11  0.246
H -1.61 -4.94 -3.67  0.356
H -1.10 -7.64 -0.62  0.358
H -1.27 -5.86 1.10  0.390


Entry from OMol25: a molecular structure, C13H23Br2CrN3O5 (the ωB97M-V functional and the def2-TZVPD basis).

Summary:
**Total charge**: +1
**E_HOMO (spin up / spin down)**: -0.4310 / -0.4310 Eh
**Orbital gap (spin up / spin down)**: 7.61 / 8.23 eV
**Electronic energy**: -197063.374 eV
**LUMO level (spin up / spin down)**: -4.12 / -3.50 eV
**Max |F|**: 0.7 eV Å⁻¹
**2S+1**: 2
**Relative energy (zero: lowest compared OMol25 entry of this formula, charge and spin)**: 0.00 kJ/mol

Last column: Mulliken charge in e.
CARTESIAN COORDINATES (ANGSTROEM)
Cr -0.02 0.09 0.04  0.267
O 1.17 0.70 1.61  -0.117
C 1.18 -0.22 2.73  -0.579
C 1.11 -1.59 2.12  -0.830
N -0.03 -1.70 1.18  0.221
C 0.25 -2.81 0.25  -0.574
C 1.16 -2.27 -0.86  0.344
O 1.71 -2.98 -1.65  -0.595
O 1.21 -0.94 -0.87  -0.507
C -1.33 -1.79 1.87  -0.368
C -1.88 -0.38 2.06  0.438
O -2.55 -0.03 2.98  -0.580
O -1.51 0.42 1.06  -0.463
H 0.94 1.58 1.93  0.145
H 0.34 0.00 3.38  0.434
H 2.11 -0.10 3.28  0.479
H 1.05 -2.36 2.89  0.430
H 2.02 -1.76 1.54  0.376
H -0.68 -3.13 -0.22  0.408
H 0.71 -3.67 0.74  0.331
H -1.27 -2.32 2.82  0.259
H -2.03 -2.32 1.23  0.409
Br -1.84 -0.92 -1.73  0.056
C -0.99 -1.81 -3.26  -0.602
Br 0.20 -0.72 -4.26  -0.030
H -1.83 -2.09 -3.88  0.497
H -0.45 -2.66 -2.87  0.295
C 1.45 2.18 -1.34  -0.541
C 1.66 3.63 -1.83  -0.882
N 0.39 4.34 -1.91  -0.113
C -0.54 3.57 -2.73  -1.018
C -0.85 2.22 -2.06  -0.351
N 0.03 2.01 -0.88  1.471
C -0.28 3.09 0.10  -0.538
C -0.17 4.47 -0.58  -0.975
H 2.11 1.94 -0.50  0.410
H 1.62 1.44 -2.12  0.437
H 2.13 3.63 -2.82  0.343
H 2.32 4.18 -1.16  0.283
H -0.09 3.42 -3.72  0.353
H -1.45 4.15 -2.87  0.313
H -0.68 1.39 -2.74  -0.178
H -1.88 2.15 -1.71  0.545
H 0.46 3.03 0.91  0.135
H -1.26 2.89 0.53  0.518
H 0.46 5.14 0.01  0.377
H -1.15 4.94 -0.66  0.269


Entry from OMol25: C6H10N2 in the gas phase in a non-equilibrium geometry (the ωB97M-V functional and the def2-TZVPD basis).

Summary:
**E_HOMO**: -0.3126 Eh
**Orbital gap**: 9.52 eV
**Electronic energy**: -9362.986 eV
**LUMO level**: 1.01 eV
**Max |F|**: 2.5 eV Å⁻¹
**Relative energy (zero: lowest compared OMol25 entry of this formula, charge and spin)**: 139.96 kJ/mol
**SMILES**: C1=C[C@H]2CN[C@@H]1CN2

Last column: Mulliken charge in e.
CARTESIAN COORDINATES (ANGSTROEM)
C 0.46 -0.59 1.36  -0.400
C -0.70 -1.08 0.90  -0.497
C -1.10 -0.46 -0.40  -0.314
C -1.21 1.04 -0.16  -0.526
N 0.13 1.54 0.12  -0.476
C 1.07 0.46 0.43  -0.170
C 1.33 -0.25 -0.89  -0.609
N -0.07 -0.59 -1.44  -0.510
H 1.05 -1.02 2.16  0.347
H -1.32 -1.79 1.42  0.397
H -2.03 -0.85 -0.78  0.500
H -1.53 1.59 -1.09  0.329
H -1.97 1.24 0.68  0.255
H 0.14 2.19 0.96  0.295
H 2.02 0.90 0.79  0.453
H 1.97 -1.13 -0.77  0.284
H 1.83 0.42 -1.62  0.344
H -0.06 -1.60 -1.66  0.296


Entry from OMol25: a molecular structure, C40H62AsCl4N5O4PSi3Tl (the ωB97M-V functional and the def2-TZVPD basis).

Summary:
**Total charge**: -2
**E_HOMO**: -0.0826 Eh
**Orbital gap**: 6.32 eV
**Electronic energy**: -206675.927 eV
**LUMO level**: 4.08 eV
**Max |F|**: 0.4 eV Å⁻¹
**Relative energy (zero: lowest compared OMol25 entry of this formula, charge and spin)**: 0.00 kJ/mol

Last column: Mulliken charge in e.
CARTESIAN COORDINATES (ANGSTROEM)
Tl -0.48 -0.24 0.50  0.932
N 0.82 -0.14 3.73  0.232
C 1.05 -1.17 4.72  -0.711
C 2.07 -2.21 4.22  -0.556
C 1.50 -3.51 3.60  -0.934
C 1.25 -3.58 2.09  -0.566
N 0.09 -2.84 1.62  0.434
H 1.65 0.42 3.56  -0.093
H 0.04 0.46 3.96  -0.033
H 0.10 -1.67 4.91  0.359
H 1.40 -0.77 5.68  0.408
H 2.68 -2.51 5.07  0.394
H 2.74 -1.73 3.50  0.216
H 0.57 -3.77 4.11  0.306
H 2.22 -4.31 3.82  0.435
H 1.16 -4.65 1.86  0.264
H 2.15 -3.23 1.56  0.382
H -0.70 -2.92 2.25  -0.106
H -0.19 -3.17 0.70  -0.211
Cl 4.52 -2.18 -5.00  -0.306
C 3.89 -1.34 -3.58  0.021
C 4.63 -1.33 -2.39  -0.421
C 4.14 -0.71 -1.28  -0.841
C 2.87 -0.01 -1.26  -0.151
O 2.43 0.52 -0.22  -0.405
C 2.16 -0.02 -2.52  1.868
C 0.88 0.66 -2.74  -0.993
O 0.32 1.45 -2.00  -0.417
C 2.68 -0.70 -3.64  -0.716
H 5.58 -1.85 -2.35  0.387
H 4.69 -0.72 -0.35  0.357
H 0.42 0.40 -3.71  0.026
H 2.10 -0.71 -4.55  0.297
C 3.83 2.23 1.87  -0.786
Si 3.13 3.60 0.81  0.591
C 3.78 3.47 -0.94  -0.810
C 3.83 5.19 1.57  -1.135
As 0.79 3.39 0.68  0.597
Si 0.36 5.18 -0.79  0.361
C 1.48 6.71 -0.76  -1.191
C -1.37 5.85 -0.50  -0.938
C 0.44 4.59 -2.56  -0.929
Si 0.12 4.45 2.68  0.253
C 0.55 6.26 3.02  -1.083
C -1.74 4.30 2.79  -0.921
C 0.83 3.46 4.11  -0.750
H 4.91 2.20 1.74  0.440
H 3.41 1.27 1.56  -0.220
H 3.62 2.39 2.93  0.374
H 4.80 3.08 -0.94  0.442
H 3.78 4.44 -1.43  0.345
H 3.16 2.78 -1.53  -0.146
H 4.91 5.21 1.37  0.357
H 3.69 5.20 2.65  0.241
H 3.39 6.10 1.17  0.279
H 1.53 7.18 0.21  0.291
H 1.06 7.43 -1.47  0.361
H 2.50 6.48 -1.08  0.286
H -1.40 6.51 0.37  0.249
H -2.11 5.06 -0.34  0.099
H -1.68 6.43 -1.37  0.404
H 1.45 4.24 -2.81  0.277
H 0.18 5.41 -3.23  0.449
H -0.23 3.74 -2.73  0.063
H 0.48 6.89 2.13  0.223
H 1.56 6.36 3.41  0.304
H -0.15 6.65 3.76  0.402
H -2.26 4.98 2.11  0.288
H -2.07 4.51 3.81  0.413
H -2.05 3.28 2.54  0.081
H 1.83 3.08 3.90  0.052
H 0.19 2.60 4.34  0.105
H 0.89 4.08 5.01  0.402
N -1.72 -1.51 -1.29  0.126
P -1.90 -2.85 -1.97  0.329
C -2.24 -2.79 -3.79  0.294
C -2.63 -1.56 -4.29  -0.587
C -2.85 -1.39 -5.65  -0.586
C -2.67 -2.46 -6.52  -0.478
C -2.25 -3.69 -6.03  -0.644
C -2.04 -3.85 -4.67  -0.376
C -0.47 -4.02 -1.98  -0.050
C 0.74 -3.51 -2.44  0.147
C 1.90 -4.26 -2.40  -0.200
C 1.87 -5.55 -1.89  -0.670
C 0.67 -6.08 -1.42  -0.677
C -0.49 -5.31 -1.46  -0.157
C -3.27 -3.92 -1.33  0.107
C -3.42 -3.94 0.06  -0.378
C -4.48 -4.63 0.65  -0.702
C -5.41 -5.28 -0.15  -0.473
C -5.27 -5.25 -1.53  -0.680
C -4.21 -4.57 -2.11  -0.422
H -2.73 -0.74 -3.59  0.314
H -3.16 -0.43 -6.04  0.403
H -2.82 -2.33 -7.59  0.358
H -2.09 -4.52 -6.71  0.377
H -1.70 -4.81 -4.29  0.422
H 0.78 -2.49 -2.82  0.120
H 2.84 -3.83 -2.75  0.206
H 2.78 -6.14 -1.83  0.351
H 0.65 -7.08 -1.01  0.366
H -1.42 -5.73 -1.10  0.353
H -2.73 -3.39 0.69  0.331
H -4.58 -4.62 1.72  0.529
H -6.24 -5.81 0.30  0.360
H -6.01 -5.75 -2.16  0.390
H -4.12 -4.55 -3.19  0.336
N -3.48 0.82 -0.39  -0.783
N -2.55 1.96 -0.28  -0.012
H -3.51 0.44 0.55  0.388
H -2.98 0.09 -0.92  0.240
H -3.15 2.78 -0.19  0.178
H -2.08 2.05 -1.18  0.018
Cl -2.79 0.01 5.68  -0.194
C -3.82 -0.95 4.57  0.509
Cl -5.16 0.08 4.01  -0.183
Cl -4.51 -2.31 5.48  -0.193
C -2.91 -1.41 3.34  -0.028
O -2.56 -2.59 3.37  -0.731
O -2.66 -0.49 2.57  -0.329